[1]
# C2H4N4S

One molecule with the formula C2H4N4S in a non-equilibrium geometry (ωB97M-V/def2-TZVPD, the OMol25 dataset).

Results
Structure (SMILES) ... N/N=C\N=N/C=S
E ... -695.6466 a.u.
2S+1 ... 1
Net charge ... 0
Orbital gap ... 6.68 eV

```
11
C2H4N4S | the OMol25 dataset | ωB97M-V/def2-TZVPD
C -0.742 -1.206 0.830
C 2.027 -0.480 -0.312
N 0.417 -1.984 0.467
N 1.326 -1.546 -0.246
N -1.248 -0.036 0.673
N -1.098 0.975 -0.111
S 1.831 0.833 0.745
H -1.371 -1.786 1.520
H 2.757 -0.451 -1.009
H -0.252 1.329 -0.547
H -1.837 1.654 0.106
```

Mulliken atomic charge list, values in e, 6 entries: C 0.089; C -0.213; N -0.313; N -0.024; N -0.248; N -0.162



[2]
# C25H47ClINO3Si2W

C25H47ClINO3Si2W as an isolated structure in a non-equilibrium geometry (ωB97M-V/def2-TZVPD, the OMol25 dataset).

Results
E ... -2663.3815 a.u.
2S+1 ... 1
Net charge ... +4
Orbital gap (alpha / beta) ... 5.06 / 5.08 eV

```
81
C25H47ClINO3Si2W | the OMol25 dataset | ωB97M-V/def2-TZVPD
O -4.310 2.463 -0.811
O -4.183 3.261 -3.002
C -4.325 0.985 -0.845
C -4.559 0.390 0.523
H -3.368 0.632 -1.265
H -5.137 0.739 -1.535
H -3.623 0.330 1.094
H -4.923 -0.640 0.406
H -5.315 0.954 1.083
C -3.357 3.063 0.183
C -3.539 4.553 0.152
H -2.332 2.757 -0.074
H -3.652 2.620 1.141
H -3.356 4.988 -0.841
H -2.847 5.007 0.869
H -4.553 4.812 0.481
C -2.823 3.011 -3.504
C -5.268 2.682 -3.825
C -1.820 3.949 -2.880
H -2.858 3.164 -4.593
H -2.574 1.948 -3.315
H -2.243 4.940 -2.691
H -0.989 4.073 -3.581
H -1.384 3.535 -1.962
C -6.461 3.606 -3.772
H -5.511 1.682 -3.430
H -4.903 2.556 -4.853
H -6.871 3.633 -2.759
H -7.252 3.246 -4.438
H -6.183 4.617 -4.085
H -4.295 2.926 -1.818
W 0.640 -0.776 -2.116
C -0.873 -0.430 -3.257
Si -1.713 -1.677 -4.404
H -0.571 0.377 -3.939
H -1.695 -0.005 -2.646
C -3.378 -2.041 -3.619
C -0.929 -3.307 -4.897
C -1.946 -0.698 -5.997
C -0.271 -2.295 -1.090
Si 0.921 -3.316 -0.023
H -0.862 -2.947 -1.744
H -0.979 -1.830 -0.377
C 1.439 -4.816 -1.023
C 0.007 -3.803 1.541
C 2.492 -2.466 0.596
H -2.127 -1.382 -6.836
H -1.047 -0.112 -6.228
H -2.794 -0.008 -5.919
H -3.323 -2.927 -2.972
H -4.130 -2.232 -4.400
H -3.732 -1.197 -3.011
H -0.784 -3.997 -4.059
H 0.035 -3.168 -5.400
H -1.601 -3.805 -5.614
H -0.933 -4.312 1.298
H -0.231 -2.921 2.154
H 0.618 -4.483 2.151
H 2.286 -1.635 1.285
H 3.143 -2.094 -0.207
H 3.075 -3.211 1.164
H 1.825 -5.610 -0.369
H 2.231 -4.562 -1.739
H 0.590 -5.222 -1.586
Cl 3.823 2.826 2.058
C 2.439 1.833 1.894
C 1.978 1.130 3.007
C 0.842 0.328 2.940
I 0.138 -0.683 4.613
C 0.041 0.243 1.733
O -1.062 -0.334 1.639
C 0.709 0.796 0.555
N 0.578 0.072 -0.550
C 1.290 1.128 -2.680
C 1.787 2.145 -1.878
C 2.286 2.275 -0.568
C 1.800 1.709 0.621
H 2.502 1.219 3.951
H 1.277 1.427 -3.744
H 1.959 3.083 -2.433
H 3.092 2.997 -0.441
```

Mulliken atomic charge list, values in e, 6 entries: O -0.358; O -0.282; C 0.998; C -1.444; H -0.642; H 0.308



[3]
# C10H31NO6

A 5-piece molecular cluster, C10H31NO6 overall in a non-equilibrium geometry (ωB97M-V/def2-TZVPD, the OMol25 dataset).

Results
Structure (SMILES) ... COCCNCCOC.CO.CO.CO.CO
E ... -905.4277 a.u.
2S+1 ... 1
Net charge ... 0
Orbital gap ... 9.87 eV

```
48
C10H31NO6 | the OMol25 dataset | ωB97M-V/def2-TZVPD
C -3.487 -4.779 -3.243
O -2.934 -3.973 -2.243
H -4.269 -4.527 -3.804
H -3.568 -5.900 -2.942
H -2.726 -4.827 -4.075
H -3.147 -2.945 -2.235
C -1.791 3.774 1.034
O -0.571 4.149 1.498
H -2.523 3.116 1.731
H -1.809 3.207 -0.032
H -2.261 4.626 0.770
H -0.136 4.200 0.689
C -5.545 -1.995 -3.279
O -4.717 -1.512 -2.249
H -5.935 -3.055 -2.998
H -5.084 -1.963 -4.311
H -6.459 -1.657 -3.391
H -4.751 -0.417 -2.113
C -2.183 0.307 -1.725
O -1.121 0.924 -1.077
H -2.892 0.839 -2.327
H -2.898 -0.003 -0.916
H -1.730 -0.636 -2.252
H -1.121 0.691 -0.049
C -1.366 -1.462 1.503
O -0.410 -0.400 1.208
C 0.775 -0.511 1.937
C 1.688 0.570 1.438
N 3.049 0.576 2.120
C 3.894 1.582 1.532
C 5.430 1.359 1.936
O 6.299 2.347 1.369
C 7.697 1.975 1.427
H -1.792 -1.738 2.623
H -0.831 -2.327 1.345
H -2.146 -1.372 0.970
H 1.329 -1.460 1.743
H 0.760 -0.416 3.143
H 1.388 1.512 1.570
H 1.732 0.593 0.445
H 3.387 -0.252 1.750
H 3.668 2.514 1.862
H 3.736 1.821 0.459
H 5.866 0.545 1.355
H 5.644 1.239 3.010
H 7.759 1.070 0.981
H 7.807 1.775 2.512
H 8.296 2.817 1.300
```

Mulliken atomic charge list, values in e, 6 entries: C -0.675; O -0.470; H 0.314; H 0.223; H 0.257; H 0.342



Q: Which value of 2S+1 does entry 1 give?
A: 1



Repeat the third record exactly.
# C10H31NO6

A 5-piece molecular cluster, C10H31NO6 overall in a non-equilibrium geometry (ωB97M-V/def2-TZVPD, the OMol25 dataset).

Results
Structure (SMILES) ... COCCNCCOC.CO.CO.CO.CO
E ... -905.4277 a.u.
2S+1 ... 1
Net charge ... 0
Orbital gap ... 9.87 eV

```
48
C10H31NO6 | the OMol25 dataset | ωB97M-V/def2-TZVPD
C -3.487 -4.779 -3.243
O -2.934 -3.973 -2.243
H -4.269 -4.527 -3.804
H -3.568 -5.900 -2.942
H -2.726 -4.827 -4.075
H -3.147 -2.945 -2.235
C -1.791 3.774 1.034
O -0.571 4.149 1.498
H -2.523 3.116 1.731
H -1.809 3.207 -0.032
H -2.261 4.626 0.770
H -0.136 4.200 0.689
C -5.545 -1.995 -3.279
O -4.717 -1.512 -2.249
H -5.935 -3.055 -2.998
H -5.084 -1.963 -4.311
H -6.459 -1.657 -3.391
H -4.751 -0.417 -2.113
C -2.183 0.307 -1.725
O -1.121 0.924 -1.077
H -2.892 0.839 -2.327
H -2.898 -0.003 -0.916
H -1.730 -0.636 -2.252
H -1.121 0.691 -0.049
C -1.366 -1.462 1.503
O -0.410 -0.400 1.208
C 0.775 -0.511 1.937
C 1.688 0.570 1.438
N 3.049 0.576 2.120
C 3.894 1.582 1.532
C 5.430 1.359 1.936
O 6.299 2.347 1.369
C 7.697 1.975 1.427
H -1.792 -1.738 2.623
H -0.831 -2.327 1.345
H -2.146 -1.372 0.970
H 1.329 -1.460 1.743
H 0.760 -0.416 3.143
H 1.388 1.512 1.570
H 1.732 0.593 0.445
H 3.387 -0.252 1.750
H 3.668 2.514 1.862
H 3.736 1.821 0.459
H 5.866 0.545 1.355
H 5.644 1.239 3.010
H 7.759 1.070 0.981
H 7.807 1.775 2.512
H 8.296 2.817 1.300
```

Mulliken atomic charge list, values in e, 6 entries: C -0.675; O -0.470; H 0.314; H 0.223; H 0.257; H 0.342